The following is a quantum chemistry calculation of 6 unconnected molecules or ions with the total composition C40H80F9N2O8, from OMol25.

Geometry as ORCA input:
```
! wB97M-V def2-TZVPD RIJCOSX def2/J DEFGRID3
* xyz 1 1
C 5.5419 2.3603 -1.2819
C 5.7270 1.1444 -0.2567
O 4.4901 0.4781 0.1210
C 4.3044 -0.5982 -0.8546
C 2.8883 -1.3337 -0.7114
C 2.0253 -1.3803 -2.0727
N 1.7394 -2.7396 -2.6796
C 0.7333 -2.5280 -3.5351
C 0.1361 -1.0066 -3.6112
C -1.4330 -1.3073 -3.7919
C -2.3368 -0.9233 -2.5171
C -3.8759 -1.2068 -2.9678
C -4.7802 -1.7861 -1.7866
N -5.2979 -0.6682 -0.9197
C -4.5524 -0.5943 0.3435
C -3.9057 0.8453 0.7045
O -4.4502 -1.5815 1.1223
C 0.9893 -0.4057 -4.8287
C 0.2596 0.7321 -5.6869
C 0.3624 2.2075 -5.0710
F 1.4267 2.3762 -4.1521
F 0.6716 3.0818 -6.1699
C -1.0608 2.7601 -4.5046
F -1.6842 3.3829 -5.6342
F -1.9338 1.7330 -4.0958
C -0.9289 3.8823 -3.3807
F -0.6384 3.2456 -2.1363
F 0.0740 4.8493 -3.6646
C -2.2793 4.7327 -3.1222
F -2.4145 4.9765 -1.7281
F -2.1414 5.9584 -3.7774
F -3.4487 4.0781 -3.5195
C 0.5860 -0.6203 -2.0913
O 0.8994 0.7455 -1.8007
H 4.5096 2.3790 -1.7872
H 6.3006 2.2159 -2.1328
H 5.7481 3.3922 -0.8401
H 6.2786 1.5632 0.6617
H 6.4655 0.3893 -0.7200
H 5.1449 -1.3721 -0.6891
H 4.5052 -0.1322 -1.8760
H 3.1265 -2.4224 -0.3662
H 2.3464 -0.8461 0.1648
H 2.8057 -0.9916 -2.8297
H 2.2079 -3.6381 -2.5065
H 0.3921 -3.4571 -4.0957
H -1.9165 -0.8199 -4.6980
H -1.5706 -2.4438 -3.9377
H -2.1034 -1.6853 -1.6953
H -2.1896 0.1402 -2.1450
H -4.3294 -0.2767 -3.4741
H -3.8375 -2.0269 -3.7797
H -4.2647 -2.6179 -1.1945
H -5.7165 -2.2706 -2.2558
H -5.1406 0.1915 -1.4764
H -2.7762 0.7501 0.6127
H -4.2882 1.6064 -0.0605
H -4.2754 1.1381 1.7371
H 2.0190 -0.0192 -4.5455
H 1.1729 -1.2815 -5.5582
H 0.8209 0.7796 -6.6926
H -0.8255 0.5247 -5.9498
H 0.0571 -1.1454 -1.2326
H 0.6994 0.9605 -0.8592
C -6.5698 -7.4269 -1.6562
C -6.5149 -5.9183 -1.8192
O -6.5402 -5.4910 -3.1749
C -7.6867 -5.8551 -3.9313
C -8.9860 -5.3040 -3.3698
H -5.7509 -7.9020 -2.2030
H -6.4888 -7.6986 -0.6001
H -7.5038 -7.8443 -2.0371
H -5.5748 -5.5530 -1.3968
H -7.3161 -5.4305 -1.2546
H -7.7367 -6.9432 -4.0441
H -7.5386 -5.4486 -4.9351
H -9.2030 -5.7040 -2.3769
H -9.8230 -5.5640 -4.0216
H -8.9353 -4.2158 -3.2820
C 2.6787 -4.1613 2.4890
C 3.7787 -4.6963 1.5899
O 4.9428 -3.8812 1.5697
C 5.6071 -3.6918 2.8128
C 6.1007 -4.9833 3.4412
H 2.4058 -3.1433 2.1963
H 1.7892 -4.7942 2.4217
H 2.9859 -4.1298 3.5355
H 3.4058 -4.7320 0.5614
H 4.0426 -5.7243 1.8575
H 4.9654 -3.1370 3.5051
H 6.4679 -3.0497 2.6102
H 5.2766 -5.6534 3.6966
H 6.6529 -4.7729 4.3595
H 6.7583 -5.5188 2.7519
C 0.9934 5.4528 2.8501
C 1.5355 4.0364 2.9175
O 0.8615 3.1272 2.0584
C 0.9036 3.4251 0.6722
C 2.3067 3.4669 0.0984
H -0.0762 5.4664 3.0754
H 1.5104 6.0921 3.5711
H 1.1255 5.8925 1.8592
H 1.4041 3.6570 3.9340
H 2.6122 4.0163 2.7179
H 0.3675 4.3581 0.4694
H 0.3442 2.6322 0.1658
H 2.9058 4.2647 0.5434
H 2.2724 3.6406 -0.9802
H 2.8256 2.5227 0.2850
C 4.9533 8.1473 3.2817
C 4.6963 6.9952 2.3266
O 5.8832 6.3993 1.8220
C 6.7623 5.8315 2.7817
C 6.1328 4.7147 3.5969
H 5.5691 8.9126 2.8023
H 4.0085 8.6026 3.5917
H 5.4775 7.8213 4.1821
H 4.1464 7.3734 1.4607
H 4.0585 6.2334 2.7882
H 7.1694 6.6125 3.4323
H 7.6094 5.4236 2.2241
H 5.2973 5.0732 4.2026
H 6.8689 4.2763 4.2745
H 5.7495 3.9290 2.9401
C -4.3674 -0.2374 6.9041
C -3.8325 -1.6571 6.9704
O -4.5297 -2.5668 6.1320
C -4.5159 -2.2821 4.7405
C -3.1220 -2.2556 4.1386
H -5.4322 -0.2169 7.1505
H -3.8329 0.4041 7.6104
H -4.2528 0.1954 5.9081
H -3.9463 -2.0287 7.9920
H -2.7601 -1.6856 6.7498
H -5.0492 -1.3469 4.5394
H -5.0915 -3.0744 4.2556
H -2.5091 -1.4570 4.5644
H -3.1767 -2.0920 3.0598
H -2.6053 -3.2011 4.3244
*
```

The LUMO energy is -0.160 Ha. The value obtained for the HOMO energy is -0.393 hartree. The value obtained for the total energy is -3181.7907 hartree.

Löwdin atomic charge list, values in e, 8 entries:
1 C -0.09
2 C -0.25
3 O -0.19
4 C -0.20
5 C -0.06
6 C -0.19
7 N 0.15
8 C 0.07

---

The following is a quantum chemistry calculation of 12 unconnected molecules or ions with the total composition C40H80N8O16, from OMol25.

Geometry as ORCA input:
```
! wB97M-V def2-TZVPD RIJCOSX def2/J DEFGRID3
* xyz 0 1
O -0.9044 2.3098 5.6955
C -0.6963 1.3189 5.0491
C -0.3556 -0.0411 5.5561
C -0.5433 -0.9569 4.3172
C -0.2436 0.0211 3.1999
O -0.6810 1.3095 3.6661
H 0.5860 -0.0596 6.0714
H -1.0453 -0.3144 6.3931
H 0.0080 -1.8779 4.4151
H -1.6252 -1.1028 4.2031
H 0.7838 0.1263 2.9289
H -0.8477 -0.1332 2.3707
O -1.4667 -0.0467 -4.0024
C -0.3466 -0.3864 -4.1629
C 0.2523 -1.7896 -4.0974
C 1.6436 -1.6161 -4.6364
C 1.9992 -0.1475 -4.3481
O 0.6458 0.5465 -4.3814
H 0.1453 -2.0624 -3.0546
H -0.3660 -2.4202 -4.6481
H 2.4047 -2.3072 -4.1858
H 1.6458 -1.8909 -5.7124
H 2.3822 -0.1399 -3.3859
H 2.6673 0.3848 -5.0604
O 3.1308 -3.0620 -1.2958
C 2.2627 -3.8684 -0.9982
C 1.9228 -4.3036 0.4287
C 1.3028 -5.6781 0.1496
C 0.7283 -5.6164 -1.2923
O 1.6104 -4.5920 -1.9148
H 2.8583 -4.3424 0.9928
H 1.2076 -3.6224 0.8814
H 2.0841 -6.4244 0.2046
H 0.5143 -5.8419 0.8641
H 0.9191 -6.4765 -1.9473
H -0.3322 -5.3678 -1.4019
O -0.6882 -3.6300 2.0252
C -1.8816 -3.8106 2.2714
C -2.7358 -5.0103 2.0586
C -4.2149 -4.5547 2.4212
C -3.8734 -3.2873 3.2484
O -2.6479 -2.7782 2.8172
H -2.6356 -5.3145 1.0411
H -2.3720 -5.8121 2.6827
H -4.8378 -4.3688 1.5292
H -4.8078 -5.3001 2.9595
H -4.6120 -2.4485 3.1618
H -3.7097 -3.5946 4.2956
C 3.5189 0.1145 5.7707
N 3.3430 -0.3201 4.4149
C 2.9581 -1.5903 4.1175
C 2.6204 -1.8476 2.6602
O 2.8633 -2.3746 5.0019
H 2.9670 -0.5208 6.4602
H 3.2723 1.1741 5.8920
H 4.5490 -0.0550 6.0637
H 3.3065 0.4122 3.7268
H 2.4721 -0.9372 2.1532
H 1.6588 -2.3755 2.4993
H 3.2679 -2.5368 2.1750
C -1.8186 -2.0731 -0.5292
N -2.9694 -2.8117 -1.0617
C -2.8257 -3.4386 -2.2798
C -4.1051 -4.0993 -2.7497
O -1.7906 -3.5745 -2.8671
H -1.9325 -1.8923 0.5559
H -1.5881 -1.1227 -0.9997
H -0.9822 -2.7433 -0.5894
H -3.9133 -2.5193 -0.7653
H -4.9583 -3.7390 -2.1790
H -4.0001 -5.1856 -2.7107
H -4.1739 -3.8441 -3.8213
C 5.8413 -1.1633 -0.5561
N 5.9420 0.3117 -0.5314
C 5.0760 1.1279 -1.1493
C 5.1017 2.6025 -0.8301
O 4.1632 0.6977 -1.8782
H 6.3693 -1.4944 -1.4591
H 4.7767 -1.4610 -0.5870
H 6.3911 -1.5159 0.2829
H 6.6489 0.7276 0.0485
H 4.4554 2.6750 0.0653
H 4.7281 3.2313 -1.6256
H 6.1219 2.9412 -0.5668
C -2.5987 3.7389 1.2956
N -2.3712 3.4987 -0.1361
C -3.3105 3.3537 -1.0614
C -2.7092 3.0463 -2.4844
O -4.5203 3.5130 -0.8547
H -2.2117 2.9116 1.8440
H -3.6688 3.9760 1.6076
H -2.1058 4.6344 1.6315
H -1.3975 3.2334 -0.3176
H -1.7080 2.6195 -2.4035
H -2.6486 3.9474 -3.0963
H -3.3592 2.2988 -2.9782
C -1.0884 2.6899 -6.4365
N -0.5292 3.8138 -5.6676
C -1.1875 5.0484 -5.8044
C -0.9153 6.0291 -4.6176
O -1.8415 5.4033 -6.7285
H -0.6834 1.7343 -6.1735
H -1.0277 2.8270 -7.5121
H -2.1285 2.5691 -6.2399
H -0.0293 3.6198 -4.8200
H -0.0880 6.7481 -4.9053
H -0.6521 5.3636 -3.7789
H -1.8674 6.5383 -4.4612
C -4.1222 0.3998 2.0174
N -4.5769 0.6969 0.6281
C -4.8769 -0.2919 -0.2288
C -4.9262 0.0279 -1.7811
O -5.0147 -1.4304 0.1690
H -4.9048 0.3816 2.7680
H -3.3834 1.1397 2.1841
H -3.6687 -0.5829 2.0039
H -4.5815 1.6720 0.2894
H -3.9962 -0.3785 -2.2384
H -5.0807 1.1022 -1.9330
H -5.8576 -0.4281 -2.2236
C 4.1750 3.5975 4.1126
N 2.8761 3.8861 3.5483
C 2.2094 2.9965 2.8307
C 0.9414 3.3888 2.1886
O 2.7356 1.8908 2.6541
H 4.0864 2.8833 4.8869
H 4.5054 4.5066 4.5890
H 4.7655 3.2763 3.2615
H 2.5436 4.8388 3.5653
H 0.7306 4.4715 2.2662
H 0.0957 2.7320 2.4094
H 1.1043 3.2678 1.0937
C 1.2695 3.6129 -1.8904
N 1.8524 2.3406 -1.5458
C 0.9917 1.4817 -0.8704
C 1.4791 0.1150 -0.4986
O -0.0964 1.8606 -0.4241
H 1.2408 4.2586 -1.0114
H 0.2017 3.5052 -2.2145
H 1.9228 4.0477 -2.6348
H 2.5975 1.9664 -2.0856
H 0.6289 -0.5503 -0.5912
H 2.0242 0.0492 0.4574
H 2.1669 -0.2866 -1.1773
*
```

The LUMO energy is 0.010 Ha. Its structure (SMILES) is O=C1CCCO1.O=C1CCCO1.O=C1CCCO1.O=C1CCCO1.CNC(C)=O.CNC(C)=O.CNC(C)=O.CNC(C)=O.CNC(C)=O.CNC(C)=O.CNC(C)=O.CNC(C)=O. The value obtained for the HOMO energy is -0.339 hartree. Its energy relative to the best compared isomer or geometry (same formula, charge and spin) is 0.000 eV. The value obtained for the total energy is -3214.1955 hartree.

Löwdin atomic charge list, values in e, 8 entries:
1 O 0.12
2 C -0.46
3 C -0.06
4 C -0.11
5 C -0.14
6 O -0.03
7 H 0.10
8 H 0.14

---

no.,F_max (eV/A)
1,4.45
2,3.60